Record 1
Density functional theory data (the ωB97M-V functional and the def2-TZVPD basis) for a molecular structure, C14H18CdIN3.

XYZ file:
```
37
Properties=species:S:1:pos:R:3:forces:R:3:nbo_charge:R:1
I 1.4786 -2.2929 -0.5786 0.1 -0.1 -0.7 -0.493
Cd 0.1053 -0.4717 -2.4970 0.1 0.0 3.2 1.462
N -0.2750 0.9831 1.2455 -0.5 -1.9 1.7 -0.236
N 1.2811 1.2142 -0.5549 0.3 -0.1 1.2 -0.446
N -0.6044 -0.2016 0.9072 2.2 1.8 -0.7 -0.137
C -1.3841 -2.3327 1.7061 0.0 0.1 0.6 -0.193
C -1.5199 -1.3043 4.3116 -0.1 -0.1 0.4 -0.221
C -1.7968 -3.1624 2.7651 0.1 0.5 0.0 -0.223
C 1.3798 2.6921 1.3558 -1.0 -0.6 0.5 -0.225
C 0.8066 1.6125 0.6364 0.3 1.0 -1.9 0.292
C 3.0311 2.8544 -0.3516 0.1 0.3 0.6 -0.251
C -1.0927 -0.4958 3.2747 -0.1 -0.2 0.0 -0.217
C 2.5010 3.3338 0.8647 0.0 -0.5 -0.9 -0.175
C -0.2434 -2.3486 -3.5613 1.2 -1.2 -0.9 -0.872
C 2.4157 1.7729 -0.9620 0.1 0.2 -0.5 0.048
C 0.7273 1.3249 -3.4760 1.2 0.4 -0.6 -1.032
C -1.8554 0.4682 -1.6964 -0.7 0.9 -0.8 -0.852
C -1.0264 -0.9989 1.9672 -1.6 -0.2 0.9 0.141
C -1.8734 -2.6368 4.0689 -0.1 -0.5 -0.3 -0.186
H -1.2243 -2.8066 -3.5460 -0.2 0.5 0.0 0.214
H -1.6773 1.4961 -1.4063 0.4 0.1 0.0 0.194
H -1.5798 -0.8984 5.3308 0.0 -0.2 -0.5 0.217
H -1.2777 -2.6968 0.6915 -0.1 0.0 0.1 0.240
H 2.8443 1.3616 -1.8815 -0.1 0.2 0.4 0.196
H -2.4532 0.4553 -2.6044 0.0 -0.1 -0.2 0.184
H 3.9084 3.3032 -0.8297 -0.3 -0.2 0.4 0.225
H 0.4412 0.6404 -4.2934 0.0 1.5 -0.8 0.171
H 0.1952 2.2653 -3.2801 -0.1 -0.7 -0.4 0.224
H -2.2116 -3.2932 4.8910 0.3 0.5 -0.5 0.217
H 0.8715 2.9351 2.3049 0.5 0.1 -0.6 0.234
H -0.0210 -1.5776 -4.3615 -0.4 -1.4 0.2 0.181
H -2.0565 -4.2099 2.5676 0.1 0.5 0.1 0.221
H 2.9579 4.1630 1.3873 -0.1 0.0 0.0 0.225
H -2.3518 -0.0548 -0.9040 0.2 -0.7 0.3 0.200
H 0.5510 -3.1201 -3.4345 -0.6 0.9 -0.2 0.231
H 1.8390 1.4882 -3.4820 -1.3 -0.4 0.0 0.204
H -0.8103 0.5388 3.4250 0.0 -0.2 0.1 0.236
```
Positions in Å, forces in eV/Å.

Energy above the lowest of the compared OMol25 structures with the same formula, charge and spin ... 99.0 kcal per mole
LUMO (spin up / spin down) ... -1.79 / -2.07 eV
HOMO (spin up / spin down) ... -8.041 / -7.997 eV


Record 2
Density functional theory data (the ωB97M-V functional and the def2-TZVPD basis) for 9 unconnected molecules or ions with the total composition C14H18Cl24O4.

XYZ file:
```
60
Properties=species:S:1:pos:R:3:forces:R:3:nbo_charge:R:1
Cl -5.2623 1.5919 1.6824 0.0 0.0 0.0 0.025
Cl 2.6346 4.6967 4.5340 0.0 0.0 0.0 0.013
Cl -1.6762 -4.2165 -1.7847 0.1 -0.1 0.0 0.026
Cl -0.5068 7.5155 -0.7678 0.0 0.0 0.0 0.019
Cl 0.6059 4.8381 -0.6789 0.0 0.2 -0.2 0.025
Cl 6.4520 -0.2859 0.8442 0.0 0.0 0.0 0.031
Cl -3.7777 -4.1473 2.6943 0.1 -0.1 0.1 0.012
Cl -2.6883 1.4060 0.3656 0.0 0.0 0.0 0.010
Cl 3.0537 5.2231 -3.0717 0.0 0.0 -0.1 0.037
Cl -2.1663 5.2210 -1.4324 0.0 0.0 0.0 0.010
Cl 7.9054 -2.7915 0.5919 0.0 0.0 0.0 0.025
Cl 2.6910 6.5627 2.3047 0.0 0.0 0.0 0.016
Cl -2.1671 -6.2980 3.8061 0.0 0.0 0.0 0.021
Cl -3.9094 -0.9752 1.5354 -0.2 0.1 -0.1 0.032
Cl 2.3901 2.6589 -4.2549 0.0 0.0 0.0 0.015
Cl 0.8192 5.0026 -4.9400 0.0 0.0 0.0 0.010
Cl -6.0911 -3.6679 0.1282 -0.1 0.0 -0.1 0.022
Cl -3.0178 -1.6892 -1.6648 0.1 0.2 -0.1 0.016
Cl -5.3629 -3.9902 -2.6625 -0.1 -0.1 -0.1 0.000
Cl -0.4604 -1.8920 -3.0362 0.0 0.0 -0.1 0.009
Cl 0.4578 4.7364 2.6046 -0.1 -0.1 0.3 0.014
Cl -6.2503 -6.2863 -1.1168 0.0 0.0 0.0 0.023
Cl 5.0482 -2.7048 0.0778 0.0 -0.1 -0.1 0.005
Cl -2.7541 -6.2363 0.9610 0.0 -0.1 0.0 -0.001
O 2.8030 0.2862 -0.0122 0.0 0.1 0.2 -0.544
O 2.6824 2.4795 0.4142 -0.3 -0.7 -0.4 -0.566
O 0.2541 -3.4642 1.3516 -0.1 0.8 -0.1 -0.560
O -0.8044 -1.4987 1.3206 0.5 0.2 0.1 -0.557
C 2.1318 1.4817 0.0105 0.4 0.8 0.2 0.822
C -2.4421 -5.2648 2.4050 0.0 0.1 0.0 -0.287
C 2.1892 4.9602 2.8460 0.1 0.0 -0.1 -0.289
C 1.4125 -1.7173 0.2339 -0.1 0.1 0.0 -0.559
C -5.3851 -4.7518 -1.0672 0.0 0.0 0.0 -0.289
C -0.5380 5.9042 -1.4868 0.0 0.0 0.1 -0.287
C 2.2971 -0.6803 0.9326 0.0 0.1 -0.3 -0.071
C -4.1991 0.5636 0.7219 -0.1 0.0 0.1 -0.288
C -0.6680 -0.6521 2.4771 -0.3 0.2 -0.1 -0.261
C 6.5719 -1.8156 -0.0205 0.0 0.1 0.1 -0.285
C 2.4233 4.4072 -4.4989 0.1 0.0 0.1 -0.285
C -1.9770 -2.7142 -2.6476 -0.1 0.1 0.1 -0.283
C 0.2749 -2.2934 1.0441 -0.1 -1.2 0.2 0.824
C 0.7210 1.4692 -0.5072 -0.1 -0.2 0.5 -0.757
H -4.3603 -4.9509 -0.7784 0.0 0.0 0.0 0.240
H 0.9803 -1.2535 -0.6519 -0.1 0.0 0.0 0.253
H -0.1244 0.2568 2.2211 0.1 0.0 0.1 0.172
H 2.7033 4.2233 2.2408 0.0 0.0 0.0 0.248
H 3.1767 -1.1529 1.3578 0.0 0.0 0.0 0.220
H -1.5506 -4.6789 2.2237 0.1 0.0 0.0 0.260
H -0.2457 5.9927 -2.5236 0.0 0.0 0.0 0.230
H -0.2114 -1.1854 3.3104 0.1 0.0 0.0 0.190
H 0.1740 0.6400 -0.0568 -0.1 -0.1 -0.2 0.232
H 2.0182 -2.5593 -0.0937 0.0 0.0 0.0 0.242
H 0.2314 2.3874 -0.2106 0.0 0.1 -0.1 0.248
H 0.6973 1.3601 -1.5909 0.1 0.0 0.0 0.254
H 3.0865 4.6163 -5.3270 0.0 0.0 0.0 0.230
H -1.6672 -0.3397 2.7647 0.0 -0.2 0.0 0.217
H -4.6950 0.3577 -0.2182 0.0 0.0 0.0 0.228
H 6.7628 -1.5998 -1.0627 0.0 0.0 0.0 0.229
H -2.4850 -2.9366 -3.5765 0.0 0.0 0.0 0.234
H 1.7939 -0.1488 1.7353 -0.1 0.0 0.1 0.183
```
Positions in Å, forces in eV/Å.

LUMO ... 0.15 eV
HOMO ... -10.735 eV


Record 3
Density functional theory data (the ωB97M-V functional and the def2-TZVPD basis) for a molecular structure, C14H18Cl2N2STl.

XYZ file:
```
38
Properties=species:S:1:pos:R:3:forces:R:3:mulliken_charge:R:1
Tl -0.7957 -1.4068 1.8317 1.0 0.3 -0.2 0.699
Cl -1.4739 -0.0128 3.7880 -0.2 0.1 0.2 -0.523
Cl -0.7111 -2.0251 -0.6505 -0.2 -0.1 0.1 -0.510
S 3.6687 0.9058 2.3279 0.2 0.4 0.0 -0.367
N 1.5698 -0.5464 1.8671 -0.9 -0.1 -0.2 -0.228
N 1.1349 1.7567 1.6423 0.4 0.2 0.5 -0.444
C 0.1726 0.6606 -3.9820 0.4 0.0 0.3 -0.737
C 0.9343 0.3801 -2.6560 0.2 -1.4 -0.9 0.081
C -1.0606 2.8572 -0.7783 -1.2 0.0 1.0 -1.422
C 4.7690 -2.9900 2.9041 0.1 0.1 0.0 -0.467
C 3.8290 -0.8152 2.4511 0.1 -1.2 0.1 0.579
C -0.8916 1.7311 -3.7874 0.1 -0.1 -0.2 -0.604
C 0.7325 1.3018 -1.5645 -0.5 1.6 1.2 -1.231
C 3.5345 -3.5925 2.6042 0.3 0.2 0.0 -0.662
C 2.4490 -2.8252 2.2004 0.1 0.5 0.0 -0.562
C 4.9359 -1.5962 2.8078 -0.9 0.0 -0.2 -0.439
C 2.5788 -1.4225 2.1485 0.3 0.1 0.2 0.395
C -0.2713 2.9668 -3.1449 0.1 0.0 0.2 -0.978
C 1.9156 0.7701 1.9119 -0.2 -0.3 -0.1 0.197
C 0.1048 2.6977 -1.6806 1.4 -1.2 -0.8 0.910
H 1.0679 0.9979 -0.5696 -0.2 0.2 -0.4 0.695
H 0.6446 3.2380 -3.6736 0.0 0.0 -0.3 0.344
H 1.4916 -3.2694 1.9246 0.3 0.0 0.1 0.129
H 0.6426 -0.6142 -2.2553 0.3 0.3 -0.4 -0.139
H -0.9560 3.8165 -3.2195 0.0 0.1 0.1 0.387
H -0.2559 -0.2726 -4.3677 0.0 0.2 0.1 0.308
H -1.6829 1.3265 -3.1507 -0.1 0.1 0.0 0.285
H 0.8874 3.3945 -1.3570 0.0 0.3 -0.1 0.251
H -0.7691 2.8176 0.2810 -0.1 -0.1 -0.3 0.370
H 3.4275 -4.6752 2.6893 0.1 0.3 -0.1 0.334
H -1.7995 2.0602 -0.9531 0.1 0.2 0.1 0.222
H 5.8822 -1.1046 3.0070 0.0 -0.2 0.1 0.360
H 1.5826 2.6674 1.8100 -0.1 -0.6 -0.2 0.158
H 2.0178 0.2973 -2.8829 -0.2 -0.1 0.0 0.219
H -1.3362 1.9901 -4.7505 -0.1 0.0 0.0 0.348
H 5.6159 -3.6111 3.2145 -0.3 0.2 -0.1 0.314
H -1.5540 3.8165 -0.9700 0.0 0.0 0.1 0.403
H 0.8988 1.0151 -4.7249 -0.2 0.0 0.0 0.325
```
Positions in Å, forces in eV/Å.

Energy above the lowest of the compared OMol25 structures with the same formula, charge and spin ... 36.6 kcal per mole
Total charge ... -1
LUMO (spin up / spin down) ... 2.80 / 0.95 eV
HOMO (spin up / spin down) ... -4.289 / -3.961 eV


Record 4
Density functional theory data (the ωB97M-V functional and the def2-TZVPD basis) for 2 unconnected molecules or ions with the total composition C14H18FNO3.

XYZ file:
```
37
Properties=species:S:1:pos:R:3:forces:R:3:nbo_charge:R:1
F 0.6886 -0.1081 -0.2219 -4.0 0.2 5.2 -0.364
O 1.6257 -1.2800 2.2315 -2.4 2.7 0.0 -0.488
O -1.9771 -1.7371 0.1843 0.3 -0.8 0.0 -0.527
O 0.1417 -2.5857 0.2672 -2.5 2.1 0.6 -0.577
N 1.7008 0.5902 -1.5426 1.2 0.8 -0.7 -0.291
C -0.3062 1.7172 3.2312 -0.3 1.3 -0.2 -0.403
C 3.4193 1.9891 -2.2514 0.1 0.3 0.9 -0.233
C 2.5874 1.4678 -1.2219 1.9 1.1 -2.8 0.049
C -0.2767 -0.3293 1.1094 0.2 -2.4 -2.2 0.084
C -0.6672 -1.6713 0.5057 2.1 -2.7 0.1 0.782
C -3.7449 -2.8681 -0.9581 -0.4 0.8 -0.1 -0.627
C 0.7997 -0.3422 2.1370 2.6 -2.0 0.9 0.541
C -1.0730 1.8958 1.9109 -0.1 0.1 0.1 -0.397
C 2.2484 0.5932 -3.7950 -0.4 -0.4 -0.3 -0.231
C 0.9521 0.9305 2.9804 0.7 -0.7 0.2 -0.506
C -1.4678 0.5706 1.2639 -0.1 1.0 -0.6 -0.449
C 3.2516 1.5345 -3.5580 0.1 0.0 -0.2 -0.198
C -2.3683 -3.0253 -0.3919 0.8 0.4 -0.6 -0.071
C 1.4655 0.1292 -2.7074 1.8 0.9 -3.2 0.056
H -3.7786 -2.0787 -1.7282 0.1 -0.3 0.3 0.213
H 4.1887 2.7394 -2.0092 -0.4 -0.4 -0.2 0.215
H -0.3917 2.3856 1.1949 -0.2 0.1 0.2 0.200
H -1.9586 2.5400 2.0292 0.3 -0.2 0.0 0.216
H 2.0716 0.2149 -4.8108 0.1 0.2 0.5 0.215
H 0.6975 -0.5925 -2.8577 -0.6 -0.6 0.1 0.190
H -1.8332 0.8080 0.2376 0.0 -0.4 0.7 0.242
H 3.9067 1.9062 -4.3874 -0.8 -0.4 0.9 0.225
H 2.6926 1.7906 -0.2149 0.0 0.1 0.9 0.185
H -4.0448 -3.7948 -1.4170 -0.2 -0.4 -0.2 0.218
H 1.6722 1.5728 2.4440 -0.1 -0.2 0.0 0.229
H -4.4747 -2.6091 -0.1860 0.1 -0.1 0.0 0.210
H -2.3329 -3.7938 0.3910 0.2 0.2 -0.2 0.193
H -2.2888 0.0350 1.8076 0.8 0.4 -0.4 0.239
H -0.0105 2.7355 3.5803 -0.2 -0.7 -0.1 0.213
H -1.6367 -3.2622 -1.2071 -0.5 0.0 0.9 0.203
H -0.9169 1.2919 4.0340 -0.1 -0.2 -0.2 0.205
H 1.4384 0.6403 3.9264 -0.1 0.0 -0.4 0.242
```
Positions in Å, forces in eV/Å.

Energy above the lowest of the compared OMol25 structures with the same formula, charge and spin ... 115.7 kcal per mole
LUMO ... 0.34 eV
HOMO ... -7.768 eV


Record 5
Density functional theory data (the ωB97M-V functional and the def2-TZVPD basis) for a molecular structure, C14H18N2O3S3.

XYZ file:
```
40
Properties=species:S:1:pos:R:3:forces:R:3:nbo_charge:R:1
S -1.8981 -2.6498 -0.9454 2.3 2.8 1.8 0.410
S -2.4085 2.1457 0.6962 1.6 -0.5 -0.3 0.338
S 0.7912 0.7882 -1.6427 5.7 6.3 -11.5 2.163
O -4.6554 -0.2084 -1.4981 -0.5 3.3 4.0 -0.636
O 0.5282 0.5360 -3.2470 0.2 -0.6 6.3 -0.901
O 1.7344 2.0527 -1.7281 -2.6 -4.2 2.4 -0.896
N 1.4178 -0.4592 -0.8531 4.9 4.2 0.7 -0.674
N -5.2117 1.1533 0.3402 2.4 3.3 2.7 -0.773
C -4.3995 0.6721 -0.5450 2.7 -6.0 -7.9 0.620
C 2.9468 -0.6657 -1.0274 -1.0 10.4 8.1 -0.196
C 3.5878 -0.8345 0.4787 -4.6 -6.3 -0.4 -0.357
C -0.7701 2.1674 0.2042 -5.0 -5.9 -6.2 -0.223
C 0.6280 -1.5068 -1.0077 3.7 -6.7 -7.8 -0.336
C -1.9880 -1.3428 1.1864 -6.8 2.1 13.3 -0.200
C -1.8872 0.8673 -1.3563 3.3 -6.1 -10.0 -0.195
C -0.7453 -1.2043 1.1225 9.3 0.4 -7.8 -0.286
C -2.8940 0.9318 -0.6452 -7.1 4.8 8.2 -0.140
C 2.7147 1.2035 1.7540 -2.5 -0.3 -1.5 -0.626
C 3.9735 0.2391 1.4002 -3.3 3.7 -2.1 -0.442
C -0.6145 1.2114 -0.9806 -3.3 5.2 6.0 -0.496
C -0.4913 -1.5834 -0.2670 -5.1 -2.9 3.8 -0.124
C -2.6712 -2.1413 0.5095 -5.6 -4.2 -5.2 -0.402
H 3.2332 -1.3208 -1.6691 1.5 -4.1 -4.3 0.190
H 2.9649 2.0494 2.3482 0.9 0.5 0.7 0.211
H 0.4416 -1.6799 -2.3522 -0.1 0.6 3.5 0.208
H 4.2345 0.0554 2.3893 1.5 -1.3 1.2 0.236
H 4.3575 -1.5992 0.3462 0.3 0.2 0.2 0.217
H 0.1110 -0.7854 1.5865 -0.1 0.7 1.1 0.253
H -3.7352 -2.3246 0.5794 0.2 -0.3 0.3 0.246
H 1.8351 0.6975 2.4079 2.1 0.6 -1.7 0.194
H -2.0729 0.2037 -2.4252 0.8 1.9 3.0 0.306
H 3.3478 0.5360 -1.1061 -1.1 -3.4 -1.2 0.267
H -4.7715 1.9566 0.9066 -1.7 -1.8 -1.0 0.409
H 1.4182 -2.3364 -0.9924 -1.6 -0.1 0.7 0.239
H -6.1780 1.0094 0.3142 -1.4 -0.3 -0.1 0.430
H 2.6186 -1.5823 0.9985 2.8 2.0 -1.0 0.156
H 4.6625 0.8061 0.7589 0.4 0.5 1.0 0.214
H 0.0504 2.4401 0.6108 5.0 2.7 3.3 0.213
H -2.4072 -1.2651 2.5192 0.6 0.4 -4.0 0.167
H 2.2016 1.7671 0.8312 1.1 -1.7 1.6 0.216
```
Positions in Å, forces in eV/Å.

Energy above the lowest of the compared OMol25 structures with the same formula, charge and spin ... 345.3 kcal per mole
LUMO ... -0.75 eV
HOMO ... -8.106 eV


Record 6
Density functional theory data (the ωB97M-V functional and the def2-TZVPD basis) for C14H18N2O5 in the gas phase.

XYZ file:
```
39
Properties=species:S:1:pos:R:3:forces:R:3:nbo_charge:R:1
O 3.1153 -0.1686 4.5819 0.2 -0.5 0.1 -0.675
O -2.2487 -1.4358 3.5234 -0.3 1.1 -0.2 -0.651
O 2.6415 -2.3618 4.3703 -0.1 1.1 -0.2 -0.597
O 0.5829 -2.2183 -0.6614 -0.2 0.6 0.1 -0.643
O -1.9935 0.4242 2.3622 0.0 0.3 -0.1 -0.569
N 1.4604 -0.4370 -2.6126 -0.3 0.7 -0.1 -0.817
N -0.2488 -0.5521 0.6219 -0.2 -0.1 0.4 -0.630
C -0.9643 1.3717 -3.2642 -0.1 0.2 -0.1 0.071
C 0.5483 -1.8865 2.5538 0.5 -0.9 -0.2 -0.407
C -1.6459 2.5155 -2.8323 -0.1 -0.1 0.1 -0.254
C -0.3133 1.4039 -4.4989 -0.4 0.9 0.1 -0.233
C -1.0298 3.6903 -4.8602 0.1 -1.4 0.7 -0.225
C -0.6457 -1.4505 1.7043 0.0 -0.2 -0.8 -0.174
C -1.6887 -0.7191 2.5304 -0.1 -0.1 0.2 0.785
C -1.6831 3.6626 -3.6260 0.0 0.1 0.0 -0.198
C -0.9164 0.1464 -2.3893 0.6 -0.4 -0.2 -0.439
C 0.4490 -0.0232 -1.6700 -0.3 0.4 0.2 -0.129
C -0.3488 2.5489 -5.2974 0.1 0.1 0.1 -0.202
C 1.2516 -0.7317 3.2305 0.7 0.1 -0.5 -0.531
C 2.3945 -1.2029 4.1012 -0.1 -0.7 0.1 0.800
C 0.2811 -1.0353 -0.5299 0.1 -0.5 -0.1 0.668
H 3.8117 -0.5776 5.1280 -0.1 0.2 -0.1 0.497
H -1.0961 -2.3571 1.2391 0.2 0.5 0.3 0.244
H 0.2376 0.5513 -4.8095 0.3 -0.6 -0.3 0.225
H 0.7515 0.9562 -1.2493 -0.2 -0.4 -0.1 0.203
H 0.2594 -2.6141 3.3263 -0.1 0.1 -0.2 0.219
H -2.2378 4.5357 -3.2778 0.2 -0.2 -0.1 0.212
H -1.9049 -2.3130 3.4872 0.4 -1.3 0.1 0.483
H 0.5696 -0.1781 3.8589 -0.2 0.3 0.3 0.239
H -1.0741 -0.7822 -2.9620 0.0 0.3 0.0 0.222
H 1.6553 -0.0074 2.4946 -0.2 -0.3 0.4 0.246
H 0.1903 2.5753 -6.2577 -0.4 -0.1 0.5 0.213
H -1.7079 0.1953 -1.6602 -0.4 0.1 0.4 0.210
H 1.4136 -1.4272 -2.7109 -0.1 -0.9 -0.2 0.374
H -1.0482 4.5441 -5.4830 -0.1 0.8 -0.4 0.211
H -0.6352 0.3858 0.6716 0.1 -0.2 -0.1 0.429
H -2.1747 2.4883 -1.8619 0.3 0.1 -0.6 0.208
H 2.3579 -0.2513 -2.2194 0.7 0.2 0.1 0.359
H 1.2400 -2.4572 1.8973 -0.4 0.5 0.3 0.256
```
Positions in Å, forces in eV/Å.

Energy above the lowest of the compared OMol25 structures with the same formula, charge and spin ... 7.2 kcal per mole
LUMO ... 0.38 eV
HOMO ... -9.042 eV


Result set for molar mass: 467.6, 1101.2, 521.7, 267.3, 358.5, 294.3 g/mol, one per record in the order listed.